Density functional theory data (wB97M-V/def2-TZVPD) for a 2-piece molecular cluster, C4H11NO overall.

Properties
Structure (SMILES): C/C=C/NC.O
Charge: 0
Largest force on an atom (hartree/bohr): 0.117

Last column: Mulliken charge in e.
CARTESIAN COORDINATES (ANGSTROEM)
O -4.611 1.478 -0.489  -0.657
C 1.480 -0.466 0.996  -0.264
H 2.773 -0.328 2.823  0.312
H -4.083 1.028 -1.224  0.330
H 2.374 -0.880 -1.596  0.273
H 1.060 0.022 2.942  0.399
H 0.609 1.211 -1.368  0.322
H -4.539 0.725 0.183  0.324
N 0.348 0.187 -1.162  -0.311
H 1.453 -1.540 2.800  0.279
C 1.266 -0.809 -1.801  -0.883
H 1.347 -0.583 -2.928  0.315
H 0.905 -1.863 -1.914  0.302
H -0.394 0.490 0.669  0.205
C 1.758 -0.532 2.446  -1.353
C 0.586 0.060 0.204  0.284
H 2.407 -0.929 0.585  0.123

***

Density functional theory data (wB97M-V/def2-TZVPD) for a 2-piece molecular cluster, C4H11NO overall.

Properties
Structure (SMILES): CC(N)=O.CC
Charge: 0
Largest force on an atom (hartree/bohr): 0.155

Last column: Mulliken charge in e.
CARTESIAN COORDINATES (ANGSTROEM)
C -0.901 1.021 -1.468  -0.698
H -0.638 2.897 -2.454  0.275
C 0.201 -1.974 2.109  -0.880
N 1.647 -0.208 1.412  -0.386
H 2.524 0.156 1.175  0.238
H 0.011 0.489 -1.695  0.303
H -0.421 -1.915 1.157  0.200
O 2.223 -2.445 0.920  -0.583
H 0.393 -3.064 2.459  0.235
H -0.785 1.356 -0.279  0.204
H -0.365 -1.381 2.741  0.421
H -1.287 1.621 -3.490  0.387
H -1.785 0.205 -1.474  0.233
C -1.314 2.064 -2.599  -0.957
H -2.273 2.501 -2.138  0.246
C 1.530 -1.570 1.404  0.516
H 1.241 0.247 2.220  0.243

***

Density functional theory data (wB97M-V/def2-TZVPD) for one molecule with the formula C4H11NO.

Properties
Structure (SMILES): C[C@H](N)[C@@H](C)O
Charge: 0
Largest force on an atom (hartree/bohr): 0.096

Last column: Mulliken charge in e.
CARTESIAN COORDINATES (ANGSTROEM)
H -0.895 -0.759 -2.410  0.417
H -0.545 0.188 2.276  0.298
H -0.812 0.913 -1.881  0.458
N -1.563 -0.841 0.133  -0.695
C -0.330 0.013 -1.843  -1.424
H -1.843 -1.541 -0.563  0.300
C -0.176 -0.427 -0.330  0.223
H 0.477 -1.240 -0.223  0.356
C 0.515 0.670 0.449  -0.077
H 2.267 -0.245 0.150  0.362
H 0.794 1.135 2.603  0.342
H 1.150 -0.509 2.012  0.248
H -2.300 -0.102 0.013  0.261
O 1.982 0.721 0.026  -0.527
H 0.094 1.651 -0.013  0.279
H 0.699 -0.014 -2.290  0.260
C 0.487 0.386 1.890  -1.082

***

Density functional theory data (wB97M-V/def2-TZVPD) for one molecule with the formula C4H11NO.

Properties
Structure (SMILES): COC[C@@H](C)N
Charge: 0
Largest force on an atom (hartree/bohr): 0.022

Last column: Mulliken charge in e.
CARTESIAN COORDINATES (ANGSTROEM)
H 0.476 2.096 -0.177  0.322
H 2.222 1.767 -0.163  0.367
N 2.039 -1.009 0.052  -0.683
C -2.615 -0.116 0.096  -0.692
C -0.318 -0.573 0.133  -0.691
H -2.927 -1.049 -0.408  0.271
H 2.900 -0.841 -0.465  0.274
H -2.654 -0.299 1.200  0.299
C 1.020 -0.044 -0.352  0.343
H -0.474 -1.602 -0.256  0.355
H 2.244 -0.872 1.053  0.266
O -1.338 0.308 -0.284  -0.266
H 0.994 0.007 -1.457  0.311
H -0.276 -0.648 1.235  0.306
H -3.313 0.726 -0.140  0.226
H 1.221 1.401 1.274  0.266
C 1.250 1.385 0.160  -1.275

***

Density functional theory data (wB97M-V/def2-TZVPD) for a 2-piece molecular cluster, C4H11NO overall.

Properties
Structure (SMILES): C=CO.CCN
Charge: 0
Largest force on an atom (hartree/bohr): 0.096

Last column: Mulliken charge in e.
CARTESIAN COORDINATES (ANGSTROEM)
H 4.308 -3.577 1.974  0.308
C 4.953 -2.584 0.117  0.103
H -4.485 1.153 0.556  0.209
C 5.024 -3.254 1.299  -0.745
H -2.728 2.242 1.493  0.196
H 5.756 -2.557 -0.616  0.245
H -3.511 0.241 -1.620  0.290
H -2.124 0.815 -0.718  0.186
H 4.150 -1.335 -1.123  0.361
H -3.385 3.647 0.753  0.196
N -3.015 2.714 0.694  -0.491
H -4.769 2.666 -0.593  0.253
O 3.800 -2.046 -0.452  -0.490
C -3.151 1.297 -1.235  -0.829
H -2.884 2.069 -2.026  0.252
H 6.004 -3.406 1.663  0.218
C -3.943 1.915 -0.168  -0.262

***

Density functional theory data (wB97M-V/def2-TZVPD) for a 2-piece molecular cluster, C4H11NO overall.

Properties
Structure (SMILES): C=CN.CCO
Charge: 0
Largest force on an atom (hartree/bohr): 0.057

Last column: Mulliken charge in e.
CARTESIAN COORDINATES (ANGSTROEM)
H -1.483 2.526 2.039  0.205
O 1.132 -1.369 0.645  -0.621
H 0.621 -1.684 1.399  0.315
H -0.429 -1.638 -0.620  0.305
C -1.678 2.092 0.000  -0.782
H -0.405 -0.042 1.081  0.136
H 0.915 -2.856 -0.760  0.296
H -2.540 2.751 -0.082  0.227
H 1.589 0.053 -1.288  0.289
C -1.108 1.880 1.204  0.121
C 0.646 -1.789 -0.660  -0.194
H -0.028 0.786 2.577  0.168
H 2.289 -1.389 -1.936  0.336
C 1.326 -0.917 -1.723  -1.021
N -0.463 0.771 1.665  -0.295
H 0.792 -0.820 -2.672  0.302
H -1.177 1.647 -0.872  0.214

***

Density functional theory data (wB97M-V/def2-TZVPD) for a 2-piece molecular cluster, C4H11NO overall.

Properties
Structure (SMILES): C=CO.CNC
Charge: 0
Largest force on an atom (hartree/bohr): 0.034

Last column: Mulliken charge in e.
CARTESIAN COORDINATES (ANGSTROEM)
H -1.996 -6.940 -1.340  0.317
H 0.669 3.701 1.162  0.241
H 1.770 2.430 -0.763  0.278
C 1.843 3.461 -0.451  -0.780
H -0.181 5.507 -0.839  0.264
H -0.730 -5.923 1.322  0.172
H 0.383 -6.208 0.042  0.240
H -2.932 -5.356 0.738  0.302
C -0.666 -6.284 0.293  -0.794
O -3.003 -6.030 0.057  -0.497
N 0.576 3.837 0.167  -0.411
H 2.023 4.055 -1.347  0.314
H 1.249 5.897 0.090  0.298
C -1.792 -6.543 -0.357  0.259
H 2.743 3.526 0.172  0.271
C 0.330 5.307 0.101  -0.817
H -0.287 5.564 0.953  0.342

***

Density functional theory data (wB97M-V/def2-TZVPD) for a 2-piece molecular cluster, C4H11NO overall.

Properties
Structure (SMILES): C1CCNC1.O
Charge: 0
Largest force on an atom (hartree/bohr): 0.075

Last column: Mulliken charge in e.
CARTESIAN COORDINATES (ANGSTROEM)
H 0.989 0.268 -1.328  0.431
H 0.885 -0.664 2.585  0.220
C 0.976 -1.317 1.634  -0.364
C 0.995 -0.480 -0.556  -0.564
N -0.406 -0.847 -0.192  -0.530
H 1.397 -1.397 -1.027  0.254
H -0.623 -2.636 0.952  0.291
H 1.456 -2.226 1.813  0.352
H 2.028 0.612 1.027  0.328
H -3.373 4.928 -2.584  0.325
H -3.616 3.574 -3.314  0.331
H -1.167 -1.324 1.884  0.190
H 2.815 -0.860 0.368  0.179
H -0.840 0.123 0.057  0.271
C 1.783 -0.407 0.726  -0.520
O -2.897 4.272 -3.142  -0.656
C -0.401 -1.620 1.098  -0.538

***

Density functional theory data (wB97M-V/def2-TZVPD) for a 2-piece molecular cluster, C4H11NO overall.

Properties
Structure (SMILES): C=CO.CNC
Charge: 0
Largest force on an atom (hartree/bohr): 0.051

Last column: Mulliken charge in e.
CARTESIAN COORDINATES (ANGSTROEM)
H 2.237 -1.352 1.355  0.358
C -1.336 1.617 -1.736  -0.012
H 2.391 0.194 0.665  0.328
O -1.241 1.830 -0.368  -0.518
H -1.371 0.158 -3.335  0.246
H -0.092 -0.632 2.790  0.342
N 0.440 -0.302 0.786  -0.188
C -0.286 -1.047 1.793  -0.993
C 1.796 -0.744 0.564  -1.057
H -0.308 -0.228 -1.991  0.205
H 2.071 -1.170 -0.415  0.235
H 0.414 0.677 1.016  0.338
H 0.078 -2.102 1.902  0.347
H -0.863 1.006 -0.010  0.423
C -0.946 0.551 -2.427  -0.670
H -1.631 2.598 -2.154  0.328
H -1.353 -1.054 1.567  0.289

***

Density functional theory data (wB97M-V/def2-TZVPD) for a 2-piece molecular cluster, C4H11NO overall.

Properties
Structure (SMILES): C=CN.CCO
Charge: 0
Largest force on an atom (hartree/bohr): 0.042

Last column: Mulliken charge in e.
CARTESIAN COORDINATES (ANGSTROEM)
H -2.901 -1.942 1.208  0.320
C 1.659 1.495 -0.183  -0.245
H 1.913 -0.449 -1.130  0.283
H -0.970 0.181 0.740  0.163
H -1.543 -3.080 -0.459  0.213
C 1.414 0.508 -1.333  -1.002
H -2.444 0.367 1.507  0.222
N -1.711 -0.261 1.261  -0.436
H -0.016 -2.190 0.141  0.296
H 1.799 0.891 -2.284  0.298
H 1.973 0.897 0.679  0.228
H 0.376 0.213 -1.484  0.305
H 0.678 2.931 0.549  0.297
C -1.087 -2.350 0.196  -0.867
O 0.379 2.129 0.096  -0.536
C -1.928 -1.570 0.924  0.058
H 2.410 2.230 -0.430  0.402

***

Density functional theory data (wB97M-V/def2-TZVPD) for C4H11NO as an isolated structure.

Properties
Charge: 0
Largest force on an atom (hartree/bohr): 0.057

Last column: Mulliken charge in e.
CARTESIAN COORDINATES (ANGSTROEM)
C 1.658 0.177 -0.711  -0.021
C 0.735 1.323 1.558  -0.915
H 0.277 1.187 2.541  0.339
H -0.151 -0.580 0.586  0.464
N 0.871 0.054 0.850  -0.346
H -0.153 -1.169 -1.082  0.375
H 1.379 -0.632 1.399  0.288
H 1.711 1.795 1.711  0.326
H 2.335 1.003 -0.571  0.318
H -2.917 -0.621 0.294  0.270
C -2.306 -0.804 -0.594  -0.642
C 1.107 -0.504 -1.645  -0.881
O -1.051 -1.343 -0.220  -0.736
H 0.126 1.995 0.952  0.332
H -2.188 0.145 -1.131  0.260
H 1.408 -0.537 -2.680  0.316
H -2.841 -1.490 -1.257  0.252

***

Density functional theory data (wB97M-V/def2-TZVPD) for one molecule with the formula C4H11NO.

Properties
Structure (SMILES): CN(C)CCO
Charge: 0
Largest force on an atom (hartree/bohr): 0.088

Last column: Mulliken charge in e.
CARTESIAN COORDINATES (ANGSTROEM)
H 2.434 0.765 -0.326  0.294
H 1.940 1.126 1.358  0.270
H -0.463 0.545 -1.840  0.400
N 0.493 -0.141 -0.047  0.075
H -0.674 0.936 1.353  0.606
H -0.298 1.834 -0.038  0.435
C -1.891 0.527 -0.599  -0.297
C 0.291 -1.547 0.224  -1.022
O -1.424 0.895 -1.920  -0.566
C -0.595 0.850 0.337  -0.986
H -0.514 -1.877 0.920  0.336
H -2.129 -0.542 -0.584  0.250
H 2.545 -0.476 0.992  0.296
H -2.766 1.074 -0.075  0.288
H 1.200 -2.162 0.453  0.310
C 1.839 0.326 0.488  -0.977
H 0.011 -2.135 -0.695  0.290

***

Q: Which ΔE to the lowest compared entry with this formula, charge and spin values were calculated for the entries above? A: 74.5, 41.8, 38.8, 25.9, 79.3, 52.4, 61.7, 48.4, 62.7, 48.9, 108.1, 69.1, in kcal/mol.